Here is a cluster of 3 separate species, C3H13NO3S in total from OMol25. Energies are from wB97M-V/def2-TZVPD.

Last column: Löwdin charge in e.
Geometry (Å):
1 N 0.992 1.401 -0.001  0.040
2 C 1.320 0.061 0.546  -0.449
3 C 1.749 -0.829 -0.630  -0.259
4 O 3.086 -0.497 -0.975  -0.057
5 C 0.062 -0.422 1.248  -0.484
6 S 0.114 -2.226 1.710  0.712
7 H 1.826 1.981 -0.093  0.080
8 H 0.500 1.861 0.752  0.062
9 H 2.179 0.065 1.219  0.138
10 H 1.028 -0.590 -1.426  0.123
11 H 1.701 -1.901 -0.490  0.085
12 H 3.142 0.067 -1.745  0.082
13 H -0.765 -0.330 0.543  0.041
14 H -0.304 -0.011 2.184  0.064
15 H -0.376 -2.705 0.588  -0.167
16 O -2.661 2.280 -0.437  -0.065
17 H -1.706 2.192 -0.453  0.003
18 H -2.985 1.496 0.030  0.013
19 O -2.924 -0.574 -0.546  -0.053
20 H -3.629 -1.153 -0.829  0.051
21 H -2.350 -0.164 -1.194  0.039

Forces on the atoms, in the same order (eV/Å):
N 0.301 0.089 0.577
C 0.161 -0.168 0.088
C -0.569 0.784 -0.493
O 0.250 -0.187 0.078
C -0.595 -1.861 -0.530
S 0.220 0.630 0.545
H 0.033 -0.348 -0.229
H -0.304 0.364 0.085
H -0.037 0.150 0.233
H 0.295 -0.067 -0.157
H 0.089 -0.062 0.560
H -0.273 0.106 -0.162
H -0.097 0.004 0.100
H 0.660 0.817 -0.018
H -0.231 -0.232 -0.580
O -0.180 0.003 0.082
H 0.250 -0.020 0.022
H 0.065 0.078 -0.140
O 0.341 0.196 1.637
H 0.245 0.131 -0.888
H -0.626 -0.407 -0.809

The calculation puts the energy above the lowest of the compared OMol25 structures with the same formula, charge and spin at 92.9 kJ/mol. Its strongest force on any atom is 2.02 eV/A. As for the total energy: -800.73153 Eh. The highest occupied orbital energy is -9.1 eV. Its charge is 0. The value obtained for the LUMO energy is 0.0181 hartree. As for the SMILES: N[C@H](CO)CS.O.O.

***

Here is a cluster of 3 separate species, C20H39N2O10P3S2 in total from OMol25. Energies are from wB97M-V/def2-TZVPD.

Last column: Löwdin charge in e.
Geometry (Å):
1 C -2.041 0.964 -1.641  0.093
2 C -0.886 0.635 -1.729  -0.199
3 P 0.860 0.239 -2.050  0.788
4 C 1.140 -1.068 -3.322  -0.279
5 C 2.619 -1.497 -3.486  -0.269
6 C 2.832 -2.087 -4.900  -0.101
7 C 0.855 -0.968 -0.583  -0.315
8 C 2.290 -1.191 -0.017  -0.295
9 C 2.438 -0.485 1.334  -0.485
10 S 2.726 1.293 1.261  0.877
11 C 4.282 1.497 0.422  -1.066
12 S 5.634 0.801 0.940  0.774
13 N 4.269 2.297 -0.744  -0.172
14 C 4.485 1.849 -2.027  -0.099
15 C 4.347 2.941 -2.827  -0.141
16 N 4.086 4.052 -2.068  0.086
17 C 4.047 3.638 -0.836  -0.188
18 C 0.884 1.648 -3.349  -0.225
19 C 0.753 3.032 -2.733  -0.561
20 O 0.709 4.007 -3.422  0.116
21 O 0.661 3.178 -1.369  0.020
22 H -3.060 1.191 -1.848  0.035
23 H 1.949 0.920 -1.407  0.021
24 H 0.723 -0.761 -4.280  0.077
25 H 0.577 -1.960 -3.038  0.093
26 H 3.282 -0.638 -3.386  0.074
27 H 2.825 -2.275 -2.755  0.099
28 H 2.817 -3.177 -4.884  0.070
29 H 2.058 -1.778 -5.602  0.065
30 H 3.792 -1.764 -5.304  0.067
31 H 0.353 -1.909 -0.813  0.050
32 H 0.311 -0.497 0.240  0.068
33 H 2.378 -2.263 0.182  0.111
34 H 3.071 -0.938 -0.739  0.074
35 H 1.503 -0.641 1.870  0.077
36 H 3.224 -0.980 1.906  0.067
37 H 4.710 0.818 -2.232  0.108
38 H 4.432 2.915 -3.900  0.106
39 H 3.830 4.323 -0.033  0.136
40 H 1.838 1.641 -3.882  0.085
41 H 0.061 1.541 -4.055  0.094
42 H 1.481 2.916 -0.928  0.048
43 C -0.983 3.903 1.925  -0.074
44 O -0.772 2.699 2.680  -0.278
45 P -2.080 1.876 3.157  0.512
46 O -2.876 1.613 1.949  -0.240
47 O -2.723 3.096 4.045  -0.246
48 C -1.919 3.861 4.947  -0.124
49 O -2.606 0.707 4.183  -0.209
50 C -1.814 0.388 5.346  -0.091
51 H -0.476 3.792 0.968  0.082
52 H -2.037 4.108 1.759  0.094
53 H -0.537 4.732 2.475  0.091
54 H -2.037 4.918 4.710  0.088
55 H -0.862 3.604 4.880  0.084
56 H -2.267 3.689 5.966  0.083
57 H -1.778 1.235 6.034  0.078
58 H -0.801 0.101 5.062  0.086
59 H -2.285 -0.453 5.847  0.089
60 C -2.691 -5.897 -0.395  -0.102
61 O -3.372 -4.662 -0.633  -0.281
62 P -2.790 -3.343 0.133  0.560
63 O -1.364 -3.282 -0.230  -0.242
64 O -3.040 -4.017 1.622  -0.263
65 C -4.289 -4.621 1.961  -0.131
66 O -3.008 -1.835 0.748  -0.215
67 C -4.332 -1.281 0.901  -0.087
68 H -2.347 -6.280 -1.353  0.094
69 H -1.845 -5.783 0.277  0.089
70 H -3.402 -6.602 0.038  0.087
71 H -4.104 -5.635 2.317  0.085
72 H -4.972 -4.668 1.114  0.085
73 H -4.754 -4.047 2.764  0.082
74 H -4.905 -1.849 1.638  0.078
75 H -4.862 -1.272 -0.052  0.086
76 H -4.217 -0.256 1.249  0.065

Forces on the atoms, in the same order (eV/Å):
C 0.084 -0.334 -0.683
C 0.216 -0.037 -0.241
P -0.987 -0.080 0.373
C 0.096 -0.399 0.116
C -0.760 0.048 -0.993
C 0.201 -0.137 0.206
C 0.984 0.291 0.225
C -1.189 -0.377 -0.094
C 1.070 -1.033 -0.327
S -0.670 0.899 -0.204
C 0.173 -0.803 0.464
S 0.105 -0.204 -0.172
N -0.059 0.161 0.389
C 0.065 -0.138 -0.070
C 0.160 -0.483 0.067
N 0.040 0.085 -0.492
C -0.446 0.676 -0.232
C -0.026 -0.009 0.889
C 0.380 0.328 -0.697
O -0.335 0.181 -0.026
O 0.073 0.035 0.155
H -0.092 0.166 0.508
H 0.186 -0.195 -0.188
H 0.138 0.339 0.036
H -0.129 0.122 0.158
H 0.077 -0.061 0.306
H 0.366 0.291 0.240
H 0.042 -0.009 -0.007
H 0.006 0.149 0.026
H 0.030 -0.140 -0.065
H -0.020 0.168 0.051
H -0.416 0.025 -0.293
H 0.277 0.024 0.032
H 0.120 0.177 0.165
H 0.021 0.416 0.192
H 0.110 0.330 0.146
H 0.006 -0.031 0.036
H -0.031 0.393 -0.044
H 0.100 -0.392 0.409
H -0.025 -0.055 -0.106
H 0.083 0.040 -0.136
H -0.059 -0.314 -0.013
C 0.027 0.395 -0.285
O 1.109 -2.425 1.488
P -4.627 3.056 -1.412
O 0.274 -0.391 0.099
O 0.524 -0.189 0.093
C -0.233 0.030 0.001
O 3.135 -0.270 -0.280
C -0.093 0.049 0.147
H -0.053 -0.121 0.000
H -0.044 -0.166 0.016
H 0.014 -0.098 0.075
H -0.007 0.008 0.001
H 0.014 0.026 -0.015
H -0.007 0.013 0.002
H -0.008 -0.011 -0.022
H -0.005 -0.038 0.041
H -0.085 0.011 -0.079
C 0.164 -0.363 0.043
O -1.776 2.246 -1.264
P 4.084 -2.050 4.256
O -0.208 0.036 -0.526
O -0.332 0.012 -0.191
C 0.218 0.045 0.155
O -2.103 -0.300 -2.622
C -0.088 0.179 0.235
H -0.002 0.094 -0.025
H 0.015 0.133 -0.036
H -0.050 0.082 -0.019
H -0.014 -0.011 0.014
H -0.015 -0.037 0.001
H -0.004 -0.008 0.010
H 0.034 -0.024 -0.030
H -0.009 0.019 0.006
H 0.187 -0.044 0.018

Its strongest force on any atom is 6.24 eV/A. As for the total energy: -3467.65858 Eh. The highest occupied orbital energy is -8.0 eV. Its charge is 0. The value obtained for the LUMO energy is -0.0422 hartree. As for the SMILES: C#C[PH](CCC)(CCCSC(=S)n1ccnc1)CC(=O)O.COP(=O)(OC)OC.COP(=O)(OC)OC.

***

Here is a structure of composition C9H30FeN2O9 from OMol25. Energies are from wB97M-V/def2-TZVPD.

Last column: Mulliken spin population.
Geometry (Å):
1 Fe 12.000 17.191 13.403  3.603
2 C 10.994 17.084 15.533  0.474
3 O 12.213 17.308 15.385  0.517
4 O 10.638 17.945 14.715  -0.400
5 O 10.970 16.103 14.756  0.616
6 O 12.968 17.461 10.901  0.014
7 H 13.907 17.430 10.719  0.000
8 H 12.570 17.712 10.068  0.001
9 O 10.561 17.437 11.988  0.043
10 H 10.067 18.225 11.758  -0.001
11 H 10.164 16.743 11.462  0.001
12 O 14.063 16.730 13.401  0.031
13 H 14.553 16.924 14.201  -0.001
14 H 14.558 16.025 12.983  0.003
15 O 12.038 15.236 12.380  0.024
16 H 12.296 14.787 11.575  0.008
17 H 11.510 14.594 12.855  0.001
18 C 14.907 19.859 12.393  -0.001
19 C 13.851 19.926 13.498  0.002
20 C 13.502 21.461 13.796  -0.001
21 O 12.293 21.594 14.549  0.000
22 C 12.328 21.124 15.856  0.000
23 N 12.571 19.246 13.159  0.047
24 H 14.596 20.325 11.458  0.000
25 H 15.060 18.815 12.122  0.001
26 H 15.889 20.223 12.695  0.000
27 H 14.226 19.425 14.391  0.003
28 H 13.319 22.039 12.890  0.000
29 H 14.378 21.821 14.334  0.000
30 H 13.182 21.521 16.405  0.000
31 H 12.472 20.047 15.938  0.003
32 H 11.417 21.334 16.417  0.000
33 H 12.347 19.963 12.483  0.002
34 H 12.128 19.703 13.944  0.002
35 C 13.989 14.442 16.941  -0.007
36 C 13.290 13.408 16.039  0.000
37 C 12.010 12.967 16.710  0.006
38 O 12.174 12.371 17.995  -0.001
39 C 11.039 11.704 18.408  0.000
40 N 13.099 14.073 14.759  0.001
41 H 13.444 15.354 17.184  -0.002
42 H 14.896 14.841 16.487  -0.001
43 H 14.262 13.962 17.880  0.000
44 H 13.871 12.505 15.850  0.000
45 H 11.589 12.201 16.059  0.000
46 H 11.251 13.743 16.611  -0.005
47 H 10.181 12.352 18.588  0.000
48 H 11.118 11.130 19.331  0.000
49 H 10.579 11.042 17.674  0.000
50 H 12.312 14.685 14.922  0.015
51 H 12.794 13.402 14.069  0.001

Forces on the atoms, in the same order (eV/Å):
Fe 1.135 0.571 -2.542
C -1.553 2.160 -3.457
O 11.729 0.686 6.601
O -8.533 9.520 -0.012
O -2.769 -12.429 -0.278
O 0.189 -0.245 -0.024
H 0.362 0.063 -0.037
H -0.218 0.089 -0.245
O -0.960 0.201 -0.782
H -0.104 0.465 0.214
H -0.002 -0.480 -0.009
O 0.737 0.417 -0.201
H 0.053 0.042 0.479
H -0.172 -0.562 -0.028
O -0.376 -0.397 -0.292
H 0.249 0.177 -0.405
H -0.222 -0.227 0.395
C -0.162 -0.881 -0.047
C 1.008 0.850 -0.267
C 0.047 -1.609 0.853
O 0.058 0.285 -0.994
C 0.781 -0.588 1.304
N 1.132 1.933 0.496
H -0.091 0.417 0.143
H 0.061 -0.127 0.159
H -0.195 0.312 0.077
H 0.205 0.287 0.174
H 0.211 -0.186 -0.100
H -0.069 0.538 0.103
H 0.052 0.441 0.104
H -0.103 -0.429 -0.292
H -0.055 0.373 -0.471
H -1.280 -0.677 -1.324
H -1.586 -0.517 0.451
C 0.939 -0.570 0.309
C 0.879 1.026 1.127
C -0.782 -1.350 -0.752
O 0.819 0.888 -0.653
C -2.169 -0.398 0.337
N -0.467 -0.434 0.043
H -0.758 -0.278 -0.159
H 0.212 -0.381 -0.184
H 0.026 0.138 0.088
H 0.485 0.194 0.355
H -0.148 -0.485 -0.245
H -0.098 0.608 0.874
H 0.053 0.800 0.219
H 0.877 0.150 -0.081
H 0.636 -0.472 -0.539
H -0.043 0.389 -0.312
H -0.023 -0.300 -0.175

Its strongest force on any atom is 13.48 eV/A. As for the total energy: -2410.72306 Eh. The spin multiplicity is 6. The highest occupied orbital energy (alpha / beta) is -11.8 / -11.8 eV. Its charge is +1. The value obtained for the LUMO energy (alpha / beta) is -0.1869 / -0.1693 hartree.

***

Here is a cluster of 2 separate species, C4H10N2OS in total from OMol25. Energies are from wB97M-V/def2-TZVPD.

Last column: Löwdin charge in e.
Geometry (Å):
1 C -2.023 -0.506 0.527  -0.193
2 C -2.140 0.732 0.230  -0.148
3 C -2.376 -1.546 -0.477  -0.120
4 C -2.186 1.975 -0.020  0.028
5 N 3.952 1.018 0.174  -0.314
6 N 1.483 0.148 0.461  -0.167
7 O 3.390 -1.284 -0.442  -0.302
8 S 2.810 0.282 -0.628  0.887
9 H -1.611 -0.872 1.403  0.085
10 H -2.663 -1.115 -1.510  0.104
11 H -1.474 -2.197 -0.692  0.082
12 H -3.164 -2.267 -0.223  0.064
13 H -1.389 2.478 -0.416  0.036
14 H -3.076 2.442 0.349  0.067
15 H 4.199 -1.048 -0.097  -0.036
16 H 3.951 1.913 -0.106  -0.096
17 H 0.619 -0.126 0.068  -0.005
18 H 1.699 -0.028 1.397  0.027

Forces on the atoms, in the same order (eV/Å):
C -0.895 -1.131 -1.860
C 0.745 -0.761 0.663
C 0.428 -1.117 -2.717
C -1.993 0.395 0.912
N -1.148 -4.683 0.380
N 1.541 1.312 -2.763
O -3.320 0.563 -1.826
S -0.468 -0.841 2.643
H 0.713 -0.270 1.920
H 0.386 -0.446 1.747
H -0.810 0.650 0.271
H 0.035 0.381 0.353
H 1.725 1.431 -1.061
H -0.302 0.836 -0.226
H 3.610 0.320 1.522
H 0.320 4.257 -1.330
H -0.907 -0.448 -0.152
H 0.340 -0.450 1.523

The calculation puts the energy above the lowest of the compared OMol25 structures with the same formula, charge and spin at 478.2 kJ/mol. Its strongest force on any atom is 4.84 eV/A. As for the total energy: -741.19586 Eh. The highest occupied orbital energy is -9.3 eV. Its charge is 0. The value obtained for the LUMO energy is 0.0297 hartree.

***

| no. | molar mass (g/mol) |
| --- | --- |
| 1 | 143.21 |
| 2 | 624.59 |
| 3 | 366.19 |
| 4 | 134.20 |